# 1
92
Properties=species:S:1:pos:R:3 method="wB97M-V/def2-TZVPD" e_above_lowest_ev=0.4514 orbital_gap_ev="5.10 / 7.61" multiplicity=2 e_tot_ha=-3542.0730 charge=+1
N -1.5785 2.6126 -4.2360
C -1.6240 2.0760 -5.6041
H -1.1491 -3.1544 4.2686
C -4.6810 4.1800 -0.0614
C 0.2747 -3.0234 2.6696
N 3.2711 -0.1734 2.4654
H -1.4958 -1.9088 2.3137
C -0.2300 -3.5529 3.8532
O -2.9129 0.1526 1.8703
H -3.3965 5.3859 -4.8674
C 4.2004 0.0281 -3.8185
P -2.4952 1.0081 0.5987
H 5.0576 0.0724 -4.4746
H 4.9182 -1.4043 1.8056
C -0.4462 -1.8616 2.0162
C -0.9637 1.9640 -3.2900
H -3.9127 -1.4961 1.1202
H 6.2866 0.3726 5.8554
C 2.7049 1.0405 -2.2728
H -0.5614 -1.0322 -4.1837
C 3.4651 -1.1451 -3.6532
C 2.1105 -4.5831 2.7972
H 2.1227 0.6243 6.8157
H 3.7499 -2.0499 -4.1718
H -0.7446 1.4571 -5.7756
C 3.2466 -0.9503 0.4265
C 4.2407 0.5118 6.4834
N 2.0947 -0.2120 0.5996
H -1.9116 -4.6167 -2.1962
C 0.4320 -4.5807 4.5088
H -5.5032 0.3085 0.6863
H -2.3623 4.0753 -2.9552
C 3.6010 0.0756 3.8245
H -3.5882 2.7714 -1.2885
C -2.5913 3.6307 -3.9220
H 1.8234 -2.0711 -2.6446
H 5.7191 0.0106 3.4809
Zr 0.1898 -0.0787 -0.8317
N 4.8283 0.8832 8.9688
H -5.4405 0.8336 2.3756
C -1.6595 3.2388 -6.5857
O -3.5112 2.2443 0.7007
C -2.5683 4.6946 -5.0099
C -0.8739 -2.7866 -1.5071
C -0.8056 -2.8173 -0.1018
H -5.6121 3.6143 -0.0734
N 1.9469 -0.0690 -2.1205
C 2.1516 0.2420 1.8387
H -0.7053 3.7807 -6.5533
C 2.9053 0.4827 6.0839
H -6.1945 -0.7175 1.9555
C -4.0557 -0.7381 1.8941
H -2.5237 1.4658 -5.7261
H 4.3694 2.0638 -3.1276
S -0.6512 1.6794 0.9994
C -1.4810 -3.6540 -2.4229
C -3.5090 3.2573 -0.3121
H -1.1836 -3.6935 0.4246
C 3.9876 -0.9244 1.5626
C 4.5692 0.7182 7.8618
H -3.5788 3.1613 -3.8818
H -2.5598 3.8015 -0.2660
H -1.6228 5.2504 -4.9593
N -0.3950 1.4040 -2.4505
C 1.4391 -3.5626 2.1386
H 3.4820 -1.4426 -0.5015
O -2.7265 4.1147 -6.2879
C 2.5870 0.2574 4.7591
C 5.2527 0.3342 5.5426
C 1.6120 -5.0900 3.9879
S -2.7455 0.0149 -1.1027
H 3.0250 -4.9829 2.3761
C -5.3839 -0.0301 1.7143
H -1.8005 -3.3950 -4.5980
N -0.3530 -1.7887 0.5554
H -4.5786 4.6621 0.9099
N -0.4402 -1.6463 -2.1631
C 2.3871 -1.1643 -2.8067
H -3.9958 -1.2103 2.8730
H 1.5480 0.1973 4.4631
H -0.0687 -0.9193 2.4144
C 3.8129 1.1391 -3.0826
H 0.0208 -4.9882 5.4232
H 1.4379 0.9033 2.2959
C -1.4182 -3.0215 -3.6616
H 1.8081 -3.2055 1.1895
H -4.7238 4.9473 -0.8349
I 2.1813 2.6939 -1.0488
H 2.1332 -5.8899 4.4975
H -1.8234 2.8662 -7.5948
C 4.9327 0.1223 4.2151
C -0.7891 -1.7945 -3.4528

---

# 2
5
Properties=species:S:1:pos:R:3 method="wB97M-V/def2-TZVPD" e_above_lowest_ev=0.3654 orbital_gap_ev="5.28 / 8.07" multiplicity=3 e_tot_ha=-249.1545 charge=0
Li 1.4079 -0.6347 0.3627
Pd 1.3373 0.7259 -0.8125
O -1.4315 -0.9568 -0.0453
C -1.3375 0.1327 0.2770
H 0.0238 0.7330 0.2181

---

# 3
54
Properties=species:S:1:pos:R:3 method="wB97M-V/def2-TZVPD" orbital_gap_ev=6.32 e_tot_ha=-6575.6729 charge=+1
H 6.7529 -1.8292 -0.0431
H -0.0396 2.6429 -1.8257
C 4.5941 -0.2848 0.5650
C -0.3050 1.5809 -1.9078
N -4.1265 2.5220 -0.1866
H 5.5585 -3.1101 0.2145
C -2.9517 1.2301 2.9533
H -0.1153 2.8509 -4.3101
C -3.2581 2.3956 2.1651
N -3.6736 1.8304 0.9632
O 3.9836 -0.8380 1.7223
C -3.0801 -1.3082 2.5956
H 4.9922 -0.6592 -1.5011
H 3.1525 -2.3570 -0.0165
H -0.9344 1.3520 -1.0386
H 0.2972 1.2101 -4.8302
C 4.7364 -1.2576 -0.6200
C -1.1350 1.3035 -3.1743
H -2.7726 -1.8924 1.6842
N -5.1164 -1.1480 4.1449
C 1.9577 1.1576 -2.5512
Br -3.1367 4.2336 2.6845
H -2.0965 1.8136 -3.0475
H -2.5669 1.1198 3.9833
H -6.0143 -0.7351 3.9088
C -0.5082 1.8427 -4.4580
H 1.9019 0.6837 -3.5322
O 0.8472 0.7693 -1.7580
H -0.5056 -0.6165 -3.2722
C -3.6683 0.4507 0.9235
H 4.8108 -2.6838 2.1514
H -4.5246 -2.9570 3.1299
H 5.8640 -1.2792 2.5213
H 2.8637 0.7922 -2.0655
H -1.9177 -0.4630 -2.5348
C -4.5324 -1.8461 2.9781
Br -4.1657 -0.7173 -0.5055
H 3.9335 0.5308 0.2514
C 5.8474 -2.2906 -0.4433
H -4.4792 -0.4722 4.5581
H 4.4547 -1.6539 3.5309
H 6.0995 -2.7375 -1.4070
H -5.1754 -1.5770 2.0917
C -5.3913 2.4463 -0.1499
H 2.0323 2.2434 -2.6548
N -3.2169 0.1045 2.1831
H -2.3283 -1.4831 3.3987
H 2.7637 -1.2693 -1.1267
N 3.4762 -1.9586 -0.8958
N -1.3986 -0.1317 -3.3427
S -6.9183 2.0339 -0.1860
H 5.5551 0.1784 0.8227
H -1.2587 1.8905 -5.2492
C 4.8367 -1.6530 2.5090

---

# 4
53
Properties=species:S:1:pos:R:3 method="wB97M-V/def2-TZVPD" orbital_gap_ev=3.92 e_tot_ha=-2216.0002 charge=0
H -3.9493 2.7171 2.0823
C 0.1794 -1.5800 4.8201
C -0.7320 -0.9796 3.9458
C -2.2647 3.0125 0.7336
C -3.6586 2.4893 1.0499
S -2.8176 0.0591 2.1336
H 3.6777 2.9731 -2.1112
H 0.9424 1.9740 3.4153
C -3.6295 0.9870 0.7933
H -1.4043 -0.8017 -3.4166
H -0.0441 -2.5738 5.2103
H -4.6367 0.5482 0.7543
C -0.4450 0.2930 3.3979
H 3.3719 0.4304 -1.6609
C 2.3702 -3.7877 -1.7763
H 4.7083 1.8216 -2.9575
H 2.5491 0.8686 4.9320
H -4.3825 2.9541 0.3667
H 1.1305 0.3588 0.3944
C 1.6306 0.3455 4.6637
O 1.6297 -2.1526 1.2216
C 3.6852 2.1788 -2.8543
H -1.6617 -1.4945 3.6859
H 3.1216 -3.1340 -1.3238
C -1.3654 0.9152 2.4433
C 1.3619 -0.9267 5.1789
H 0.3647 -4.4897 -1.4211
C 1.0285 -1.7745 0.2184
H -2.2215 4.1107 0.7514
H 2.1624 -3.4379 -2.7894
H -3.0403 1.7910 -3.2701
O 0.4352 -2.6413 -0.6900
H -3.0855 0.7526 -0.1331
H -2.6454 -0.5024 -2.1660
H 2.7863 -4.7936 -1.8325
S -0.9845 2.5076 1.9349
H 3.3754 2.5967 -3.8091
C -2.5111 0.9833 -3.7769
C 0.7322 0.9646 3.7919
H -1.7157 1.4137 -4.3892
O 0.7980 -1.0642 -2.9895
C 1.1261 -3.8843 -0.9238
C 2.8639 0.9631 -2.4827
C 0.8065 -0.4495 -0.2402
H -3.2134 0.4608 -4.4277
H 1.3856 -4.3198 0.0505
O -0.9279 0.5969 -1.9444
C -1.9125 -0.0264 -2.8241
P 0.5612 -0.0566 -1.9286
O 1.4998 1.2757 -2.0888
H -1.9143 2.6480 -0.2437
H 2.0760 -1.4112 5.8525
H 2.8035 0.2912 -3.3513

---

# 5
14
Properties=species:S:1:pos:R:3 method="wB97M-V/def2-TZVPD" e_above_lowest_ev=6.0399 orbital_gap_ev=8.76 e_tot_ha=-717.8539 charge=0
H 0.9645 -1.2108 -1.0092
H 2.5441 0.7801 -0.4770
S -1.4152 -0.3447 -1.0270
H 3.3023 -0.4793 0.7545
H -2.4716 0.0208 1.4383
H -2.5030 -1.7919 0.2314
C 0.2206 0.3635 -0.5852
N 0.4134 1.6043 -0.0635
N 2.6357 -0.3246 -0.3201
O -0.7818 2.3953 -0.2664
H -1.5151 1.5830 -0.2025
H -0.8240 -1.2647 1.1258
C -1.8192 -0.7851 0.7231
N 1.2493 -0.5459 -0.3222

---

# 6
15
Properties=species:S:1:pos:R:3 method="wB97M-V/def2-TZVPD" e_above_lowest_ev=0.6238 smiles="O=C1NCCCN1" orbital_gap_ev=10.41 e_tot_ha=-341.9807 charge=0
C 1.6049 -0.2874 -0.1931
O 2.8093 -0.4329 -0.2529
H -1.2512 -2.0202 -0.3217
C -1.1479 0.0599 0.5181
N 0.7164 -1.3942 -0.1077
H -0.6760 -0.8728 -1.5084
C -0.3913 1.2814 0.0211
H -0.4466 2.1402 0.7000
H -2.2284 0.2454 0.5054
H 1.6805 1.7069 -0.2444
H 0.7338 -1.7469 0.8388
H -0.9009 -0.1034 1.5872
C -0.6650 -1.1044 -0.4250
H -0.8530 1.5773 -0.9282
N 1.0153 0.9512 -0.1891

---

# 7
111
Properties=species:S:1:pos:R:3 method="wB97M-V/def2-TZVPD" smiles="CCNc1ccc2c(c1N)C(=O)NC2=O.COP(=O)(OC)OC.COP(=O)(OC)OC.COP(=O)(OC)OC.COP(=O)(OC)OC.COP(=O)(OC)OC" orbital_gap_ev=7.44 e_tot_ha=-4512.5841 charge=0
H -4.3136 -0.1271 -0.2620
C 3.7775 -0.1262 7.0276
P -4.6629 -0.9912 2.2449
H 3.8181 -1.2327 1.5158
C 5.4679 1.6369 1.8207
H -1.0676 2.2857 -4.7891
O 5.8024 -1.7427 8.2373
P 4.4874 3.2499 -0.0068
O 4.4288 1.8142 0.8340
H 0.1516 2.8854 -5.6227
O -3.3696 -3.0232 -2.8904
H -4.1191 -5.9094 -0.3500
C 7.1126 -2.1677 8.6430
P -4.6721 -3.9514 -3.1252
H 5.7694 -5.0043 6.1401
H -2.9844 -2.0180 5.1516
H -0.1496 -4.3178 3.6093
C -3.7929 -1.5109 4.6327
H -4.7328 -2.0022 4.8868
H -1.1688 -3.8678 -0.5784
H 5.5279 0.5807 2.0730
O 6.2990 -1.4594 5.9841
C -3.3716 3.1181 -5.1236
H -6.4777 -3.7532 -5.3786
C -3.1956 5.4291 -5.0073
N -4.7183 3.6297 -4.9546
H 1.2789 5.5586 -3.5878
C -3.9457 -4.9521 -0.8367
O 0.8692 -3.3673 -0.5190
H -2.3115 -1.3885 -3.5429
H -3.8258 -0.4667 4.9458
O 1.9803 -1.9489 0.9101
O -6.1903 -1.2622 1.7977
H -3.1461 7.5659 -5.0017
O 4.7282 4.5180 -1.0467
H 6.7185 -4.0188 4.9941
H -8.1551 -1.2860 2.3881
C -0.2130 -4.1969 -0.9885
H -3.6773 -1.8052 -4.5832
P 5.2666 -2.2338 6.7602
H 5.2354 2.2053 2.7190
H 1.1743 2.7432 -0.8201
H -3.3461 -1.4719 -0.8982
H -5.1065 -1.6432 -0.7786
H 6.0227 5.9126 -1.7999
H -1.3283 -3.9437 2.3270
O -3.1230 1.9638 -5.3648
C -5.6578 -4.4647 -5.4832
C 2.0157 2.4362 -0.2012
H -4.8101 -3.9842 -5.9722
H 7.1846 -2.0336 9.7198
O 1.7901 -4.4769 1.5019
H 2.5028 -1.0210 2.6762
C -1.1794 6.6604 -4.7941
H -3.9657 -1.0330 -3.0090
C -3.3402 -1.7390 -3.5502
H -0.0328 -5.2386 -0.7190
O 3.2088 2.8280 -0.8844
O -3.5258 -1.5965 3.2155
O 0.3599 -2.6980 2.4247
H 1.2413 4.3661 -6.2065
N 1.0010 5.6592 -4.5539
H -7.0230 -0.9572 3.7053
O 4.8646 -3.2227 5.5048
H 1.9566 3.4537 -3.8620
C -2.5653 6.6569 -4.9386
C 2.9358 -1.7040 1.9450
C 6.0150 5.1596 -1.0162
H -0.2491 -4.1052 -2.0701
O -5.2865 -4.9892 -4.1911
H -2.9297 -4.6233 -0.6128
N -0.3684 3.0226 -4.7626
O -4.0477 -1.7758 0.9934
H 3.6574 0.0914 8.0881
C 1.8431 4.8474 -5.4411
H 7.2859 -3.2170 8.4104
H 1.9887 1.3531 -0.0853
P 1.0677 -3.2548 1.0776
C -0.4025 5.4964 -4.7318
O -5.5875 5.7770 -5.3267
C -4.2231 -1.2123 -0.3079
C -2.4466 4.2624 -4.9707
O -5.8083 -3.2209 -2.5244
H -0.6700 7.6104 -4.7140
C -1.0670 4.2589 -4.8243
C 5.7169 -4.3562 5.2651
H 1.9417 2.9180 0.7735
H 4.6692 0.3674 6.6431
C -7.2388 -0.7665 2.6549
O 4.1517 4.0934 1.1973
H 2.5829 5.4599 -5.9597
H 5.2862 -4.9179 4.4409
O 3.8402 -1.5401 6.8228
O -4.0925 -5.1516 -2.2407
H 3.2434 -2.6262 2.4372
H -4.6634 -4.2238 -0.4589
H -4.8653 3.5192 -3.9484
H 2.9428 2.9551 -5.2219
C 2.6435 3.8128 -4.6257
H 6.1709 5.6409 -0.0495
H 7.8633 -1.5549 8.1471
H -5.9821 -5.3024 -6.0929
H 6.4255 1.9590 1.4159
H -1.2094 -2.9000 3.7431
H 3.4755 4.3140 -4.1394
O -4.4652 0.4726 2.2005
C -0.6405 -3.5180 3.0555
H -7.3669 0.3030 2.4962
H 6.8181 4.4483 -1.2096
H 2.9047 0.2394 6.4915
C -4.6362 5.0758 -5.1335

---

# 8
99
Properties=species:S:1:pos:R:3 method="wB97M-V/def2-TZVPD" orbital_gap_ev=6.91 e_tot_ha=-2830.2528 charge=+1
H 0.5704 3.5427 -3.1200
H -0.2412 5.6292 0.0107
C -4.6788 -2.4460 -0.5928
H -4.8065 -1.9028 0.3424
H 0.9452 0.9534 0.4138
H -6.6595 -7.6917 -0.5658
H 6.1392 10.2445 -1.4542
C 2.0132 -3.9955 7.1590
N 1.3067 3.4353 -2.4004
H -2.7074 -1.9427 -1.3871
H 2.1929 6.6050 -0.1247
H 0.4948 2.4012 -5.0269
H 4.1568 -3.7482 7.5025
C 3.4635 -4.3116 6.8761
O -4.9199 -5.7974 -1.3139
H -0.4596 -4.2394 4.1110
O -5.3238 -3.7225 -0.5017
H -3.7780 -5.6238 2.6176
H -1.1383 5.1303 -1.5474
H 3.5226 5.8008 0.5680
H -2.4562 -4.6771 -1.5096
O 5.6632 7.2078 -4.3717
H 4.3106 -4.6452 4.9086
C -4.5799 -4.6516 -1.1570
O 1.3167 -4.3042 5.9453
H -2.5193 -4.6485 5.2074
H -3.4353 -3.8277 -2.7519
O 1.2796 2.5334 -5.6059
N 3.3586 4.6338 -1.9261
H -2.7027 -2.9510 0.0640
C -1.6703 2.5043 -1.1071
C 6.9363 10.3544 -3.4693
C 1.0455 4.6354 -1.5429
H -2.2853 -6.2277 4.4485
H 2.7550 3.7236 -0.1704
H 1.4549 -0.0911 -1.0968
H -5.6101 -9.8618 0.7538
N 3.2353 3.2133 -3.9997
C 6.5970 9.4235 -4.6149
H 3.5272 6.8625 -1.8778
H -1.6380 3.7680 0.7345
H 1.8556 -2.9384 7.3922
H 0.5620 -0.8814 0.3358
H -0.8762 -5.2487 2.7114
C -3.6123 -4.8512 3.3726
C -3.3151 -4.0294 -1.6847
O -1.8356 -3.4240 2.7918
C -0.7299 0.3159 -1.0365
C -0.8667 3.4559 -0.0640
H 5.9098 9.8869 -5.3267
H 7.8973 10.0643 -3.0333
C -3.2279 -2.7536 -0.8744
H -5.1464 -1.8751 -1.4015
O -7.7091 -8.2208 2.5026
O 3.1766 0.9688 -5.1262
C -3.1818 -3.5818 2.6891
C 3.8169 5.9557 -2.4857
C -0.3457 4.7996 -0.7742
H 1.0400 5.5001 -2.3094
H 3.6498 -5.3773 7.0413
H 7.4930 9.0659 -5.1215
H -7.4784 -6.3443 1.6522
H 2.6604 0.2688 -4.6601
C -7.6658 -7.3751 1.3464
H -1.2149 2.5094 -2.1555
H 1.6145 -4.6003 7.9750
S 4.8842 3.5969 -4.5145
C -6.5989 -9.4062 0.8008
O -3.9060 -2.8207 2.0974
H -0.0296 2.8727 0.4716
B 2.5055 2.2405 -4.9248
C -2.4160 -5.1634 4.2469
N 2.5385 5.7216 0.2807
O 1.8681 -4.4148 3.7510
H -2.7510 2.8908 -1.1500
O -0.9429 -0.3166 -2.1047
O -7.1035 -10.3547 2.9636
C 5.8236 10.0790 -2.4854
C 2.6919 3.7162 -2.8778
H 3.3915 6.0292 -3.5480
H 4.9552 5.9122 -2.5538
C 5.8885 8.2995 -3.9099
C -7.1350 -9.4189 2.2071
H -5.5897 -7.5134 0.8282
H 4.6634 4.5137 -5.5606
H -8.6357 -7.4239 0.8423
H -7.2984 -9.9335 0.1479
O 5.4893 8.6964 -2.6721
C 0.6771 0.0743 -0.2741
H 3.8226 -2.9466 5.2239
H 4.9334 10.6827 -2.6844
H -4.5132 -4.6919 3.9647
C -6.5469 -7.9243 0.4934
C 2.4190 4.6617 -0.7454
O -1.7341 1.1866 -0.5022
C 3.5839 -3.9983 5.3993
H 7.0029 11.4034 -3.7609
C -1.2734 -4.5608 3.4633
C 2.1906 -4.2744 4.9030

---

Copy entry 4 word for word.
53
Properties=species:S:1:pos:R:3 method="wB97M-V/def2-TZVPD" orbital_gap_ev=3.92 e_tot_ha=-2216.0002 charge=0
H -3.9493 2.7171 2.0823
C 0.1794 -1.5800 4.8201
C -0.7320 -0.9796 3.9458
C -2.2647 3.0125 0.7336
C -3.6586 2.4893 1.0499
S -2.8176 0.0591 2.1336
H 3.6777 2.9731 -2.1112
H 0.9424 1.9740 3.4153
C -3.6295 0.9870 0.7933
H -1.4043 -0.8017 -3.4166
H -0.0441 -2.5738 5.2103
H -4.6367 0.5482 0.7543
C -0.4450 0.2930 3.3979
H 3.3719 0.4304 -1.6609
C 2.3702 -3.7877 -1.7763
H 4.7083 1.8216 -2.9575
H 2.5491 0.8686 4.9320
H -4.3825 2.9541 0.3667
H 1.1305 0.3588 0.3944
C 1.6306 0.3455 4.6637
O 1.6297 -2.1526 1.2216
C 3.6852 2.1788 -2.8543
H -1.6617 -1.4945 3.6859
H 3.1216 -3.1340 -1.3238
C -1.3654 0.9152 2.4433
C 1.3619 -0.9267 5.1789
H 0.3647 -4.4897 -1.4211
C 1.0285 -1.7745 0.2184
H -2.2215 4.1107 0.7514
H 2.1624 -3.4379 -2.7894
H -3.0403 1.7910 -3.2701
O 0.4352 -2.6413 -0.6900
H -3.0855 0.7526 -0.1331
H -2.6454 -0.5024 -2.1660
H 2.7863 -4.7936 -1.8325
S -0.9845 2.5076 1.9349
H 3.3754 2.5967 -3.8091
C -2.5111 0.9833 -3.7769
C 0.7322 0.9646 3.7919
H -1.7157 1.4137 -4.3892
O 0.7980 -1.0642 -2.9895
C 1.1261 -3.8843 -0.9238
C 2.8639 0.9631 -2.4827
C 0.8065 -0.4495 -0.2402
H -3.2134 0.4608 -4.4277
H 1.3856 -4.3198 0.0505
O -0.9279 0.5969 -1.9444
C -1.9125 -0.0264 -2.8241
P 0.5612 -0.0566 -1.9286
O 1.4998 1.2757 -2.0888
H -1.9143 2.6480 -0.2437
H 2.0760 -1.4112 5.8525
H 2.8035 0.2912 -3.3513